This record from the Open Molecules 2025 dataset describes a cluster of 2 separate species, C4H8O in total. The level of theory is wB97M-V/def2-TZVPD.

```
! wB97M-V def2-TZVPD RIJCOSX def2/J DEFGRID3
* xyz 0 1
C -1.26 2.01 1.25
C -1.91 2.55 0.23
O -1.46 3.55 -0.56
H -0.28 2.35 1.53
H -1.70 1.22 1.82
H -2.90 2.23 -0.08
H -0.58 3.82 -0.27
C 1.77 -3.12 -0.02
C 1.60 -2.79 -1.29
H 2.40 -3.94 0.28
H 1.30 -2.57 0.78
H 0.97 -1.97 -1.59
H 2.07 -3.34 -2.09
*
```

Properties
Kohn-Sham gap = 10.1 eV
relative energy (zero: lowest compared OMol25 entry of this formula, charge and spin) = 42.3 kcal per mole


This record from the Open Molecules 2025 dataset describes a structure of composition C4H8O. The level of theory is wB97M-V/def2-TZVPD.

```
! wB97M-V def2-TZVPD RIJCOSX def2/J DEFGRID3
* xyz 0 1
C -1.13 0.27 -0.40
C -0.39 -0.26 0.80
C 0.94 -0.84 0.32
O 1.40 -0.09 -0.82
C 0.82 1.10 -1.04
H -1.49 -0.56 -1.03
H -1.99 0.91 -0.15
H -0.95 -1.05 1.32
H -0.25 0.55 1.52
H 1.69 -0.88 1.11
H 0.78 -1.85 -0.09
H 0.90 1.76 -0.15
H -0.40 0.93 -1.34
*
```

Properties
Kohn-Sham gap = 9.0 eV
relative energy (zero: lowest compared OMol25 entry of this formula, charge and spin) = 101.8 kcal per mole


This record from the Open Molecules 2025 dataset describes a cluster of 2 separate species, C4H8O in total. The level of theory is wB97M-V/def2-TZVPD.

```
! wB97M-V def2-TZVPD RIJCOSX def2/J DEFGRID3
* xyz 0 1
C -0.46 1.85 -0.26
C -0.50 0.76 0.81
O -1.59 0.41 1.22
H -0.69 1.46 -1.25
H 0.51 2.34 -0.18
H -1.25 2.57 -0.05
H 0.41 0.60 1.40
C 0.67 -1.67 -0.95
C 0.51 -1.80 0.37
H 1.49 -1.10 -1.37
H -0.20 -1.62 -1.61
H 1.43 -1.63 0.93
H -0.34 -2.16 0.92
*
```

Properties
Kohn-Sham gap = 10.7 eV
relative energy (zero: lowest compared OMol25 entry of this formula, charge and spin) = 45.1 kcal per mole


This record from the Open Molecules 2025 dataset describes the molecule C4H8O. The level of theory is wB97M-V/def2-TZVPD.

```
! wB97M-V def2-TZVPD RIJCOSX def2/J DEFGRID3
* xyz 0 1
C 1.10 0.66 -0.86
C -0.24 -0.04 -0.87
C -0.47 -1.09 0.20
C -1.14 -0.05 1.05
O -0.28 0.33 1.98
H 1.28 1.09 0.13
H 1.14 1.48 -1.58
H 1.94 0.00 -1.07
H -0.59 -0.34 -1.84
H 0.42 -1.55 0.64
H -1.19 -1.86 -0.11
H -1.10 0.67 -0.50
H -0.69 1.09 2.42
*
```

Properties
Kohn-Sham gap = 9.4 eV
relative energy (zero: lowest compared OMol25 entry of this formula, charge and spin) = 71.6 kcal per mole


This record from the Open Molecules 2025 dataset describes the molecule C4H8O. The level of theory is wB97M-V/def2-TZVPD.

```
! wB97M-V def2-TZVPD RIJCOSX def2/J DEFGRID3
* xyz 0 1
C -1.45 0.18 0.27
C -0.09 0.10 -0.47
C 0.63 -1.18 -0.13
C 1.07 1.34 0.06
O 2.00 0.75 0.55
H -2.31 -0.47 0.01
H -1.27 0.04 1.35
H -1.76 1.21 0.10
H -0.23 0.08 -1.57
H 1.56 -1.41 -0.68
H -0.22 -1.70 -0.59
H 0.75 -1.44 0.94
H 1.27 2.49 0.14
*
```

Properties
Kohn-Sham gap = 10.4 eV
relative energy (zero: lowest compared OMol25 entry of this formula, charge and spin) = 50.7 kcal per mole


This record from the Open Molecules 2025 dataset describes a cluster of 2 separate species, C4H8O in total. The level of theory is wB97M-V/def2-TZVPD.

```
! wB97M-V def2-TZVPD RIJCOSX def2/J DEFGRID3
* xyz 1 2
C 0.62 -2.32 -1.49
C 1.31 -1.21 -1.76
H -0.44 -2.51 -1.76
H 1.09 -3.23 -1.07
H 0.83 -0.32 -2.17
H 2.36 -1.22 -1.49
C -1.26 2.27 1.22
C -0.71 1.14 0.67
O 0.01 0.28 1.36
H -1.43 3.14 0.60
H -1.51 2.29 2.28
H -0.75 0.97 -0.41
H -0.16 -0.62 1.00
*
```

Properties
expectation value of S² = 0.7555
Kohn-Sham gap (spin up / spin down) = 8.5 / 4.9 eV
relative energy (zero: lowest compared OMol25 entry of this formula, charge and spin) = 45.3 kcal per mole


This record from the Open Molecules 2025 dataset describes the ion C4H8O2 with charge -2. The level of theory is wB97M-V/def2-TZVPD.

```
! wB97M-V def2-TZVPD RIJCOSX def2/J DEFGRID3
* xyz -2 1
O 2.03 -0.59 2.12
C 1.13 0.06 1.35
C 0.62 -0.76 0.15
C -0.12 -0.05 -0.98
C -1.53 0.55 -0.71
O -2.14 1.09 -1.78
H 1.55 1.03 0.94
H 0.20 0.42 1.88
H 1.48 -1.32 -0.22
H -0.04 -1.53 0.57
H -0.21 -0.67 -1.90
H 0.48 0.79 -1.37
H -2.08 -0.30 -0.19
H -1.37 1.27 0.14
*
```

Properties
Kohn-Sham gap = 6.6 eV
relative energy (zero: lowest compared OMol25 entry of this formula, charge and spin) = 5.0 kcal per mole


This record from the Open Molecules 2025 dataset describes the molecule C4H8O2. The level of theory is wB97M-V/def2-TZVPD.

```
! wB97M-V def2-TZVPD RIJCOSX def2/J DEFGRID3
* xyz 0 1
C 0.64 -2.40 0.56
C 0.43 -0.97 0.85
C -0.28 -0.05 -0.09
O -1.64 0.15 0.37
C 0.32 1.39 -0.26
O -0.71 2.19 -1.03
H 0.87 -3.24 1.34
H 0.30 -2.85 -0.41
H 0.48 -0.56 1.92
H -0.10 -0.42 -1.19
H -1.92 0.99 -0.08
H 0.35 2.02 0.70
H 1.30 1.54 -0.66
H -0.03 2.20 -2.03
*
```

Properties
Kohn-Sham gap = 9.9 eV
relative energy (zero: lowest compared OMol25 entry of this formula, charge and spin) = 99.7 kcal per mole


This record from the Open Molecules 2025 dataset describes a structure of composition C4H8O2. The level of theory is wB97M-V/def2-TZVPD.

```
! wB97M-V def2-TZVPD RIJCOSX def2/J DEFGRID3
* xyz 0 1
C 1.91 0.01 0.61
O 0.86 0.90 0.34
C -0.21 0.50 -0.47
C -0.71 -0.95 -0.63
O -2.05 -0.53 -0.34
C -1.57 0.72 0.18
H 1.59 -0.83 1.25
H 2.38 -0.39 -0.30
H 2.65 0.59 1.16
H -0.11 0.98 -1.46
H -0.34 -1.66 0.13
H -0.64 -1.40 -1.62
H -1.46 0.69 1.28
H -2.19 1.57 -0.10
*
```

Properties
Kohn-Sham gap = 10.6 eV
relative energy (zero: lowest compared OMol25 entry of this formula, charge and spin) = 61.6 kcal per mole


This record from the Open Molecules 2025 dataset describes the molecule C4H8O2. The level of theory is wB97M-V/def2-TZVPD.

```
! wB97M-V def2-TZVPD RIJCOSX def2/J DEFGRID3
* xyz 0 1
C 1.13 0.29 -1.54
C 1.19 -0.07 -0.26
C 0.54 0.71 0.86
O -0.42 -0.05 1.55
C -1.52 -0.45 0.77
O -1.24 -1.46 -0.15
H 1.57 -0.31 -2.33
H 0.61 1.20 -1.85
H 1.67 -1.00 0.03
H 1.29 0.99 1.61
H 0.10 1.64 0.46
H -2.25 -0.86 1.46
H -1.94 0.44 0.26
H -0.73 -1.07 -0.87
*
```

Properties
Kohn-Sham gap = 11.2 eV
relative energy (zero: lowest compared OMol25 entry of this formula, charge and spin) = 44.1 kcal per mole


This record from the Open Molecules 2025 dataset describes the molecule C4H8O2. The level of theory is wB97M-V/def2-TZVPD.

```
! wB97M-V def2-TZVPD RIJCOSX def2/J DEFGRID3
* xyz 0 1
O 2.06 -1.14 -0.33
C 1.21 -0.09 -0.75
C 0.42 0.48 0.41
C -0.89 1.17 0.13
C -0.88 -0.19 0.77
O -1.23 -1.32 0.02
H 1.48 -1.83 0.02
H 0.52 -0.43 -1.53
H 1.86 0.67 -1.18
H 1.02 0.85 1.23
H -1.20 1.23 -0.91
H -1.17 2.02 0.73
H -1.14 -0.26 1.82
H -2.07 -1.15 -0.42
*
```

Properties
Kohn-Sham gap = 11.0 eV
relative energy (zero: lowest compared OMol25 entry of this formula, charge and spin) = 43.3 kcal per mole


This record from the Open Molecules 2025 dataset describes the molecule C4H8O2. The level of theory is wB97M-V/def2-TZVPD.

```
! wB97M-V def2-TZVPD RIJCOSX def2/J DEFGRID3
* xyz 0 1
C -0.74 1.14 1.29
C 0.03 0.38 0.50
O -0.35 -0.67 -0.27
C -1.69 -0.71 -0.74
O 1.36 0.63 0.44
C 2.21 -0.20 -0.33
H -0.27 1.94 1.84
H -1.79 0.95 1.44
H -2.41 -0.40 0.02
H -1.80 -0.08 -1.63
H -1.89 -1.76 -1.00
H 3.20 0.25 -0.23
H 2.23 -1.23 0.07
H 1.91 -0.23 -1.38
*
```

Properties
Kohn-Sham gap = 9.2 eV
relative energy (zero: lowest compared OMol25 entry of this formula, charge and spin) = 49.9 kcal per mole